{
  "formula": "C60H71BrGeOP3S2SiW",
  "method": "ωB97M-V with the def2-TZVPD basis set",
  "charge": -1,
  "lumo_ev": 2.3,
  "gap_ev": 5.992,
  "total_energy_ev": -251223.8312,
  "e_above_lowest_kcal_mol": 0.0,
  "e_homo_ev": -3.645,
  "symbols": ["W", "S", "P", "C", "P", "S", "C", "C", "C", "C", "C", "C", "C", "C", "C", "C", "C", "C", "C", "C", "C", "C", "C", "C", "C", "C", "C", "C", "C", "C", "H", "H", "H", "H", "H", "H", "H", "H", "H", "H", "H", "H", "H", "H", "H", "H", "H", "H", "H", "H", "O", "C", "C", "C", "C", "C", "C", "C", "P", "C", "C", "C", "C", "C", "C", "C", "C", "C", "C", "C", "C", "H", "H", "H", "H", "H", "H", "H", "H", "H", "H", "H", "H", "H", "H", "C", "C", "C", "C", "Si", "Br", "C", "C", "C", "C", "C", "C", "C", "C", "H", "H", "H", "H", "H", "H", "H", "H", "H", "H", "H", "H", "H", "H", "H", "H", "H", "H", "H", "H", "H", "H", "H", "H", "H", "H", "H", "C", "Ge", "C", "C", "C", "H", "H", "H", "H", "H", "H", "H", "H", "H", "H"],
  "coordinates": [[0.51664, 1.68867, 0.65093], [1.62996, 3.48091, 0.17870], [-1.73343, 3.02886, 0.51890], [-2.48050, 1.55273, -0.18296], [-1.78047, 1.30066, -1.73359], [0.16608, 0.68744, -1.61226], [-1.91279, 2.73998, -2.84232], [-3.15406, 3.32213, -3.09258], [-3.25517, 4.40941, -3.94339], [-2.11931, 4.91424, -4.56528], [-0.88357, 4.33607, -4.32280], [-0.77741, 3.25487, -3.45719], [-2.71959, 0.07754, -2.69502], [-2.09886, -0.68953, -3.67440], [-2.83663, -1.59433, -4.42294], [-4.20179, -1.72677, -4.20407], [-4.82769, -0.95199, -3.23652], [-4.08891, -0.05214, -2.48084], [-2.23491, 4.59774, -0.30800], [-1.29450, 5.36851, -0.98421], [-1.67086, 6.55373, -1.60549], [-2.98829, 6.98173, -1.55467], [-3.93477, 6.21899, -0.88151], [-3.55854, 5.03869, -0.26085], [-2.70251, 3.28743, 2.06173], [-3.87342, 2.58165, 2.31766], [-4.60645, 2.83011, 3.47027], [-4.17685, 3.79011, 4.37656], [-3.00783, 4.49669, 4.12855], [-2.27478, 4.24073, 2.97930], [-4.03823, 2.93157, -2.60305], [-4.22015, 4.87006, -4.11591], [-2.20054, 5.76570, -5.23032], [0.00611, 4.73375, -4.79559], [0.18667, 2.81184, -3.23829], [-1.03034, -0.59150, -3.82766], [-2.34410, -2.20256, -5.17213], [-4.77614, -2.43944, -4.78349], [-5.89076, -1.06064, -3.05863], [-4.54795, 0.53087, -1.68998], [-0.26537, 5.03295, -1.02279], [-0.92830, 7.13977, -2.13380], [-3.27954, 7.90644, -2.03895], [-4.96688, 6.54667, -0.83789], [-4.30040, 4.45061, 0.26679], [-4.18590, 1.82860, 1.60028], [-5.51135, 2.26583, 3.66457], [-4.74217, 3.97753, 5.28177], [-2.65910, 5.23642, 4.83914], [-1.35928, 4.79204, 2.78837], [2.93162, -0.05059, 0.08944], [2.02380, 0.13903, 0.89475], [2.16417, -0.59357, 2.22659], [2.83066, -1.81000, 2.32110], [2.86760, -2.48849, 3.52731], [2.26013, -1.94344, 4.65549], [1.62884, -0.71136, 4.57845], [1.58531, -0.03574, 3.36116], [0.85407, 1.61554, 3.09345], [2.13902, 2.77099, 3.68468], [3.29167, 2.33423, 4.32572], [4.23044, 3.25263, 4.78195], [4.01839, 4.61076, 4.61026], [2.86792, 5.05304, 3.96825], [1.93916, 4.13881, 3.50113], [-0.35735, 1.66502, 4.47458], [-0.20160, 2.46209, 5.60527], [-1.12700, 2.40533, 6.64087], [-2.22044, 1.55863, 6.55464], [-2.38532, 0.76187, 5.42933], [-1.45774, 0.81055, 4.40224], [3.29298, -2.21271, 1.42988], [3.36071, -3.45159, 3.59353], [2.28242, -2.48032, 5.59619], [1.16963, -0.27859, 5.45976], [3.46800, 1.27523, 4.46364], [5.13096, 2.89898, 5.26867], [4.75192, 5.32486, 4.96367], [2.70213, 6.11181, 3.81359], [1.06571, 4.48340, 2.96285], [0.64904, 3.12507, 5.69013], [-0.98906, 3.02944, 7.51566], [-2.94620, 1.52148, 7.35785], [-3.23771, 0.09829, 5.34881], [-1.57699, 0.16227, 3.54328], [1.49217, -2.37703, -4.34693], [2.82473, -2.59722, -3.61335], [3.22056, -1.23858, -3.01070], [3.88930, -2.98990, -4.64945], [2.59998, -3.94677, -2.26499], [1.26436, -3.03746, -0.70492], [4.23437, -4.38686, -1.35484], [5.05122, -3.10279, -1.13379], [5.09116, -5.37277, -2.16423], [3.98758, -4.99655, 0.03416], [1.63374, -5.49633, -2.88840], [1.68018, -6.61835, -1.84081], [0.14312, -5.19691, -3.12299], [2.23177, -6.04130, -4.19434], [1.60424, -1.53063, -5.03315], [0.69074, -2.13008, -3.64569], [1.18648, -3.24082, -4.93874], [3.17723, -0.48475, -3.80504], [4.23044, -1.22899, -2.60774], [2.55181, -0.91345, -2.21552], [3.92442, -2.22027, -5.42875], [3.68126, -3.94363, -5.13951], [4.88565, -3.04423, -4.20834], [5.46054, -2.71450, -2.06663], [5.89883, -3.33189, -0.47797], [4.46929, -2.30484, -0.66542], [5.30433, -5.01530, -3.17305], [4.62419, -6.35621, -2.24722], [6.05277, -5.51137, -1.65668], [3.40227, -4.33039, 0.66842], [4.95711, -5.15882, 0.51932], [3.47506, -5.95532, -0.00253], [1.31124, -6.27893, -0.87068], [2.68233, -7.02692, -1.70711], [1.03503, -7.43948, -2.17336], [-0.35523, -4.89907, -2.20026], [-0.34088, -6.11038, -3.48829], [-0.03210, -4.41477, -3.85802], [3.29748, -6.26447, -4.10852], [2.09960, -5.34846, -5.02634], [1.72123, -6.97348, -4.46264], [-2.31197, -2.36513, -0.65589], [-2.13734, -1.22048, 0.93232], [-1.01472, -2.25817, 2.18201], [-3.94328, -1.20688, 1.74537], [-1.62264, 0.68268, 0.84560], [-2.45170, -3.38351, -0.28138], [-1.42172, -2.34532, -1.28317], [-3.17516, -2.10132, -1.26308], [-1.01656, -3.30867, 1.88249], [-1.40455, -2.19830, 3.20111], [0.01854, -1.91845, 2.19453], [-4.31186, -2.22414, 1.90201], [-4.64279, -0.68070, 1.09181], [-3.92840, -0.68944, 2.70870], [-2.04743, 0.94386, 1.82434]],
  "atomic_forces_ev_per_a": [[-0.3, 0.6, -0.2], [0.0, -0.1, 0.1], [0.2, -0.2, 0.1], [0.0, 0.1, 0.1], [-0.1, 0.0, -0.1], [0.0, -0.2, 0.0], [0.1, 0.0, 0.0], [0.0, 0.0, 0.0], [0.0, 0.0, 0.0], [0.0, 0.0, 0.0], [0.0, 0.0, 0.0], [0.0, 0.0, 0.0], [-0.1, 0.0, 0.0], [0.0, 0.0, 0.0], [0.0, 0.0, 0.0], [0.0, 0.0, 0.0], [0.0, 0.0, 0.0], [0.0, 0.0, 0.0], [0.0, 0.0, 0.0], [0.0, 0.0, 0.0], [0.0, 0.0, 0.0], [0.0, 0.0, 0.0], [0.0, 0.0, 0.0], [0.0, 0.0, 0.0], [-0.1, 0.0, 0.0], [0.0, 0.0, 0.0], [0.0, 0.0, 0.0], [0.0, 0.0, 0.0], [0.0, 0.0, 0.0], [0.0, 0.0, 0.0], [0.0, 0.0, 0.0], [0.0, 0.0, 0.0], [0.0, 0.0, 0.0], [0.0, 0.0, 0.0], [0.0, 0.0, 0.0], [0.0, 0.0, 0.0], [0.0, 0.0, 0.0], [0.0, 0.0, 0.0], [0.0, 0.0, 0.0], [0.0, 0.0, 0.0], [0.0, 0.0, 0.0], [0.0, 0.0, 0.0], [0.0, 0.0, 0.0], [0.0, 0.0, 0.0], [0.0, 0.0, 0.0], [0.0, 0.0, 0.0], [0.0, 0.0, 0.0], [0.0, 0.0, 0.0], [0.0, 0.0, 0.0], [0.0, 0.0, 0.0], [0.0, 0.0, 0.0], [0.1, -0.1, 0.1], [0.0, 0.0, 0.0], [0.0, 0.0, 0.0], [0.0, 0.0, 0.0], [0.0, 0.0, 0.0], [0.0, 0.0, 0.0], [0.0, 0.0, 0.0], [0.0, -0.2, -0.1], [0.0, 0.0, 0.0], [0.0, 0.0, 0.0], [0.0, 0.0, 0.0], [0.0, 0.0, 0.0], [0.0, 0.0, 0.0], [0.0, 0.0, 0.0], [0.0, 0.0, 0.0], [0.0, 0.0, 0.0], [0.0, 0.0, 0.0], [0.0, 0.0, 0.0], [0.0, 0.0, 0.0], [0.0, 0.0, 0.0], [0.0, 0.0, 0.0], [0.0, 0.0, 0.0], [0.0, 0.0, 0.0], [0.0, 0.0, 0.0], [0.0, 0.0, 0.0], [0.0, 0.0, 0.0], [0.0, 0.0, 0.0], [0.0, 0.0, 0.0], [0.0, 0.0, 0.0], [0.0, 0.0, 0.0], [0.0, 0.0, 0.0], [0.0, 0.0, 0.0], [0.0, 0.0, 0.0], [0.0, 0.0, 0.0], [0.0, 0.0, 0.0], [0.0, 0.0, 0.0], [0.0, 0.0, 0.0], [0.0, 0.0, 0.0], [-0.1, 0.0, -0.1], [0.0, 0.0, 0.0], [0.0, 0.0, 0.0], [0.0, 0.0, 0.0], [0.0, 0.0, 0.0], [0.0, 0.0, 0.0], [0.0, 0.0, 0.0], [0.0, 0.0, 0.0], [0.0, 0.0, 0.0], [0.0, 0.0, 0.0], [0.0, 0.0, 0.0], [0.0, 0.0, 0.0], [0.0, 0.0, 0.0], [0.0, 0.0, 0.0], [-0.1, 0.0, -0.1], [0.0, 0.0, 0.0], [0.0, 0.0, 0.0], [0.0, 0.0, 0.0], [0.0, 0.0, 0.0], [0.0, 0.0, 0.0], [0.0, 0.0, 0.0], [0.0, 0.0, 0.0], [0.0, 0.0, 0.0], [0.0, 0.0, 0.0], [0.0, 0.0, 0.0], [0.0, 0.0, 0.0], [0.0, 0.0, 0.0], [0.0, 0.0, 0.0], [0.0, 0.0, 0.0], [0.0, 0.0, 0.0], [0.0, 0.0, 0.0], [0.0, 0.0, 0.0], [0.0, 0.0, 0.0], [0.0, 0.0, 0.0], [0.0, 0.0, 0.0], [0.0, 0.0, 0.0], [0.0, 0.0, 0.0], [0.1, 0.0, 0.0], [0.0, 0.1, 0.0], [0.0, 0.0, 0.0], [0.0, 0.0, 0.0], [0.0, -0.1, 0.0], [0.0, 0.0, 0.0], [0.0, 0.0, 0.0], [0.0, 0.0, 0.0], [0.0, 0.0, 0.0], [0.0, 0.0, 0.0], [0.0, 0.0, 0.0], [0.0, 0.0, 0.0], [0.0, 0.0, 0.0], [0.0, 0.0, 0.0], [0.0, 0.0, -0.1]],
  "mulliken_charge": [2.2468, -0.6129, 0.3332, -0.4177, 0.6170, -0.4168, 0.6023, -0.3746, -0.6279, -0.5707, -0.7873, -0.3765, 0.5869, -0.5494, -0.4788, -0.6318, -0.6413, -0.1403, 1.1075, -0.1969, -0.5799, -0.6037, -0.7348, -0.5299, 0.1474, 0.2910, -0.8853, -0.6975, -0.6212, -0.1994, 0.3622, 0.4103, 0.3947, 0.4099, 0.4577, 0.3567, 0.4358, 0.3765, 0.4015, 0.2514, 0.1501, 0.4377, 0.3807, 0.3914, 0.3326, 0.4061, 0.4122, 0.3947, 0.4149, 0.0948, -0.5941, -0.7688, 0.1887, 0.3269, -0.8356, -0.8508, -0.7741, 0.3995, 1.5368, 0.2884, -0.5637, -0.8281, -0.6031, -0.7534, -0.0330, 0.2714, -0.9621, -0.7390, -0.8122, -0.5798, 0.5768, 0.3722, 0.4341, 0.3935, 0.4895, 0.3782, 0.4197, 0.3536, 0.4550, 0.2930, 0.3800, 0.3939, 0.3521, 0.4258, -0.5913, -1.9972, 2.9249, -2.0326, -1.8313, -1.3215, 0.1403, 2.8642, -2.3644, -1.9277, -1.6262, 2.5457, -2.1140, -1.7762, -1.8618, 0.6652, 0.0885, 0.3446, 0.6812, 0.2748, 0.0978, 0.5123, 0.3022, 0.3175, 0.3998, 0.6585, 0.4382, 0.3263, 0.3043, 0.5370, 0.1367, 0.5770, 0.2811, 0.3052, 0.3316, 0.6187, 0.3176, 0.5533, 0.2719, 0.2864, 0.3197, 0.5401, -0.7046, 0.8567, -1.0721, -1.4884, 0.7988, 0.6032, -0.3311, 0.3669, 0.4681, 0.4110, 0.0817, 0.5130, 0.3012, 0.1939, -2.0779]
}